[1]
Computed, not measured: a molecular structure, C7H12, with wB97M-V/def2-TZVPD.

Geometry (Å):
C: -2.5668 -0.2668 0.1519
C: -1.0606 -0.2324 0.0479
C: -0.2352 0.5618 -1.0048
C: 0.9153 0.3166 -0.0232
C: 1.7586 -0.9049 -0.1752
C: 2.3946 0.4426 0.1025
C: -0.0974 0.3219 1.1164
H: -2.9604 -0.8291 -0.7032
H: -3.0481 0.7142 0.1780
H: -2.8437 -0.8209 1.0576
H: -0.7452 -1.2768 -0.0585
H: -0.1663 0.1638 -2.0234
H: -0.5304 1.6196 -1.0406
H: 1.8892 -1.3059 -1.1806
H: 1.6186 -1.6678 0.5885
H: 2.9956 0.8900 -0.6847
H: 2.7644 0.6511 1.1055
H: -0.3279 1.3550 1.4111
H: 0.0969 -0.2809 2.0115

Force components x, y, z for each atom (eV/Å):
C -0.09 0.09 -0.01
C -0.17 -0.22 -0.03
C 0.00 0.01 -0.15
C 0.08 -0.01 0.08
C -0.02 -0.23 -0.01
C 0.11 0.21 0.01
C 0.00 -0.06 0.16
H -0.09 0.18 0.12
H 0.10 -0.03 0.02
H -0.06 0.16 -0.13
H -0.07 0.07 -0.13
H 0.08 0.03 0.19
H -0.02 -0.19 0.04
H -0.04 0.14 0.21
H 0.48 0.17 0.01
H -0.16 -0.10 0.05
H -0.06 -0.08 -0.20
H -0.11 -0.19 -0.06
H 0.03 0.04 -0.17

The value obtained for the largest force on an atom is 0.5 eV/A. As for the electronic energy: -273.8473 Eh. The calculation puts the energy above the lowest of the compared OMol25 structures with the same formula, charge and spin at 1.667 eV. As for the charge: 0. Its frontier orbital gap is 10.94 eV.

=====

[2]
Computed, not measured: a molecular structure, C5H9NO3 in a non-equilibrium geometry, with wB97M-V/def2-TZVPD.

Geometry (Å):
C: -0.2373 0.0596 -0.1696
C: 0.9776 -0.3124 -1.0577
C: -1.3066 -0.9914 0.0792
C: -0.6787 1.4993 0.0260
C: 0.9001 -0.1240 1.3683
O: 1.6613 -1.2351 1.4023
N: -0.0670 -0.0183 -2.0644
O: 0.0912 0.9960 -2.7626
O: 0.7979 0.5528 2.3608
H: 2.0653 -1.2850 2.2943
H: 1.2177 -1.3727 -1.0544
H: 1.7918 0.4109 -1.0668
H: 0.1656 2.1803 -0.1028
H: -1.5537 -1.0722 1.1403
H: -0.9921 -1.9795 -0.2655
H: -2.2273 -0.7258 -0.4479
H: -1.4687 1.7610 -0.6834
H: -1.1371 1.6566 1.0040

Force components x, y, z for each atom (eV/Å):
C 2.87 -0.63 6.26
C -2.57 1.07 -2.28
C -0.06 -0.17 -0.17
C -0.17 -0.03 -0.57
C -2.14 0.22 0.74
O 0.15 -0.17 -0.58
N 1.67 1.19 -3.70
O -0.18 -1.78 1.55
O -0.01 0.18 -1.05
H -0.27 0.17 -0.43
H -0.05 0.19 0.33
H 0.05 -0.17 0.08
H -0.17 0.01 0.03
H 0.07 0.13 -0.05
H -0.01 0.12 0.00
H 0.17 -0.02 -0.04
H 0.25 -0.04 -0.22
H 0.39 -0.28 0.11

The value obtained for the largest force on an atom is 6.9 eV/A. As for the electronic energy: -476.2416 Eh. The calculation puts the energy above the lowest of the compared OMol25 structures with the same formula, charge and spin at 5.513 eV. As for the charge: 0. Its frontier orbital gap (spin up / spin down) is 8.75 / 8.75 eV.

=====

[3]
Computed, not measured: a molecular structure, C31H45ClIrN4OSeSiTe in a non-equilibrium geometry, with wB97M-V/def2-TZVPD.

Geometry (Å):
Ir: 0.1824 0.5403 0.2982
C: -8.5385 -0.7547 0.8107
C: -7.2083 -0.8258 0.1321
C: -6.1354 -0.0705 0.5821
C: -4.8971 -0.1153 -0.0432
C: -3.7762 0.7253 0.4736
C: -4.7356 -0.9362 -1.1634
Te: -2.8569 -0.6176 -2.2163
N: -1.5452 -0.8441 -0.7589
C: -0.8728 -1.9488 -0.4863
O: 0.1818 -1.8229 0.1743
C: -1.3027 -3.2955 -0.9180
C: -2.6302 -3.7038 -0.8406
C: -2.9657 -5.0065 -1.1743
C: -1.9906 -5.8894 -1.6092
C: -0.6705 -5.4789 -1.6920
C: -0.3236 -4.1909 -1.3357
C: -1.7373 -1.8727 -3.6368
C: -0.5745 -1.1148 -3.7609
C: 0.4469 -1.4765 -4.6138
C: 0.2943 -2.6151 -5.3833
C: -0.8647 -3.3530 -5.2776
C: -1.9099 -3.0146 -4.4133
C: -3.1066 -3.9119 -4.4276
C: -5.8022 -1.6743 -1.6575
C: -5.6728 -2.4629 -2.9144
C: -7.0147 -1.6299 -0.9817
H: -8.6362 0.1647 1.3836
H: -8.6615 -1.5920 1.4981
H: -9.3448 -0.8043 0.0821
H: -6.2719 0.5787 1.4339
H: -4.1465 1.6271 0.9565
H: -3.1088 1.0106 -0.3468
H: -3.1846 0.1756 1.2073
H: -3.3893 -3.0318 -0.4570
H: -3.9899 -5.3379 -1.0822
H: -2.2528 -6.9032 -1.8681
H: 0.0926 -6.1673 -2.0164
H: 0.7030 -3.8610 -1.3646
H: -0.4606 -0.2196 -3.1595
H: 1.3401 -0.8771 -4.6814
H: 1.0727 -2.9247 -6.0619
H: -0.9766 -4.2378 -5.8858
H: -2.8449 -4.8582 -4.8961
H: -3.9083 -3.4706 -5.0198
H: -3.4659 -4.1173 -3.4237
H: -4.7339 -2.2011 -3.4045
H: -6.4982 -2.2399 -3.5874
H: -5.6970 -3.5330 -2.7119
H: -7.8347 -2.2183 -1.3595
C: 4.0093 3.4260 -0.3007
N: 3.5486 2.3194 0.5094
C: 2.8395 2.6992 1.7101
C: 3.3752 1.0807 -0.0024
N: 2.3976 0.3230 0.4308
N: 4.2732 0.6576 -0.9401
C: 5.6874 0.9640 -0.8826
C: 3.9257 -0.4317 -1.8224
H: 3.2031 4.1574 -0.3989
H: 4.2864 3.0855 -1.2937
H: 4.8644 3.9135 0.1703
H: 3.3990 3.4921 2.2049
H: 2.7669 1.8443 2.3796
H: 1.8285 3.0572 1.4907
H: 2.5272 -0.6635 0.2329
H: 5.9135 1.5512 0.0018
H: 6.0107 1.5068 -1.7733
H: 6.2526 0.0298 -0.8345
H: 2.8533 -0.4088 -2.0235
H: 4.2045 -1.4086 -1.4098
H: 4.4591 -0.2921 -2.7642
Cl: -0.6830 1.6883 2.0823
C: -1.9088 4.2191 0.0621
Si: -1.5432 3.6996 -1.7309
C: -0.7281 5.0505 -2.8007
C: -3.1295 3.0522 -2.5893
Se: 0.1211 2.0151 -1.7427
H: -2.7129 4.9484 0.0975
H: -1.0328 4.6632 0.5267
H: -2.1964 3.3683 0.6750
H: -1.4077 5.8817 -2.9519
H: -0.4502 4.6595 -3.7749
H: 0.1725 5.4341 -2.3323
H: -3.6007 3.8603 -3.1385
H: -3.8566 2.6836 -1.8702
H: -2.9102 2.2578 -3.2998

Force components x, y, z for each atom (eV/Å):
Ir -0.06 0.03 -0.45
C -0.07 -0.05 0.05
C 0.16 -0.02 -0.09
C 0.02 -0.17 -0.14
C 0.23 0.11 -0.03
C 0.10 0.06 0.12
C 0.00 -0.17 -0.08
Te 0.16 0.00 -0.07
N 0.08 0.64 0.28
C -0.52 -0.31 -0.38
O 0.64 0.54 0.31
C 0.16 -0.38 0.13
C 0.05 -0.03 0.20
C -0.05 -0.02 0.08
C -0.05 -0.02 0.02
C 0.06 0.00 -0.07
C -0.07 0.14 0.07
C -0.10 0.09 -0.16
C -0.17 0.29 0.36
C -0.02 -0.15 -0.02
C 0.05 0.05 0.04
C 0.01 0.01 0.05
C -0.15 -0.16 0.02
C -0.13 -0.01 0.02
C 0.08 -0.03 -0.05
C -0.09 0.04 -0.02
C 0.12 0.06 0.01
H -0.04 0.02 0.01
H -0.02 -0.03 0.04
H -0.07 0.01 0.01
H 0.07 0.13 0.11
H -0.03 0.07 -0.05
H 0.04 0.32 0.42
H 0.09 0.05 -0.09
H 0.02 -0.03 0.00
H -0.09 -0.02 0.02
H -0.06 -0.11 -0.03
H 0.09 -0.11 -0.06
H 0.12 0.00 -0.01
H 0.18 0.13 -0.08
H 0.08 0.14 0.03
H 0.08 -0.05 -0.11
H -0.06 -0.11 -0.04
H -0.02 -0.04 0.03
H -0.09 -0.01 0.02
H -0.07 0.04 -0.08
H -0.18 -0.24 -0.17
H 0.02 0.01 -0.13
H 0.15 -0.08 -0.08
H -0.21 -0.10 -0.13
C 0.13 0.20 -0.13
N -0.17 -0.39 -0.20
C -0.19 -0.01 0.31
C 0.63 0.39 -0.22
N -1.20 -0.63 -0.05
N -0.39 0.02 0.23
C 0.16 0.07 0.01
C -0.16 -0.11 -0.12
H 0.01 -0.01 -0.03
H -0.01 0.04 0.01
H 0.02 0.03 -0.05
H 0.00 0.02 -0.01
H -0.04 0.06 -0.02
H 0.06 0.02 0.02
H 0.20 0.04 0.04
H 0.01 0.04 0.01
H 0.02 0.04 0.03
H 0.01 0.03 0.05
H 0.07 -0.07 -0.02
H -0.03 0.02 -0.03
H -0.04 -0.06 0.02
Cl 0.18 -0.27 0.05
C 0.19 -0.17 -0.72
Si -0.08 -0.23 0.00
C -0.29 -0.58 0.53
C 0.64 0.25 0.29
Se 0.02 0.32 0.33
H -0.17 0.17 -0.09
H 0.16 0.05 0.02
H -0.04 -0.08 -0.08
H -0.22 0.18 -0.01
H -0.01 -0.13 -0.14
H 0.14 0.02 0.14
H -0.11 0.24 -0.10
H -0.08 -0.09 0.14
H 0.08 0.05 -0.05

The value obtained for the largest force on an atom is 1.4 eV/A. As for the electronic energy: -5025.7350 Eh. The calculation puts the energy above the lowest of the compared OMol25 structures with the same formula, charge and spin at 0.900 eV. As for the charge: +1. Its frontier orbital gap (spin up / spin down) is 7.11 / 6.38 eV. The spin multiplicity is 5.

=====

[4]
Computed, not measured: a gas-phase ion, C9H16IN2O2 (charge +1) in a non-equilibrium geometry, with wB97M-V/def2-TZVPD.

Geometry (Å):
C: 1.6627 1.7979 -1.4894
C: 2.0823 1.5305 0.0123
C: 2.3099 2.8884 0.7727
C: 3.1837 0.5727 0.1572
O: 0.8877 0.8852 0.7306
C: 0.3053 -0.1256 0.2225
O: 0.6903 -1.0251 -0.3931
C: -1.2345 -0.0615 0.7544
I: -2.2079 1.8239 0.2843
C: -2.0265 -1.1219 0.0341
N: -1.8107 -1.7878 -1.2355
C: -1.6551 -2.6403 -0.0780
C: -3.1219 -3.0466 0.3785
N: -3.5133 -1.5577 0.3373
H: 1.5634 0.8115 -2.0269
H: 0.7515 2.2859 -1.6594
H: 2.5032 2.3771 -1.9652
H: 2.3288 2.8255 1.8690
H: 1.4342 3.5593 0.5764
H: 3.3549 3.1384 0.5032
H: 4.0910 1.0760 -0.3435
H: 3.4034 0.4067 1.1628
H: 2.9905 -0.3667 -0.4982
H: -1.3066 -0.0808 1.8783
H: -1.0217 -1.6669 -1.7657
H: -0.6388 -2.9917 0.1497
H: -3.7484 -3.5730 -0.3703
H: -3.1642 -3.5546 1.3796
H: -3.9928 -1.3198 -0.4893
H: -4.1005 -1.0591 1.1117

Force components x, y, z for each atom (eV/Å):
C 2.51 -1.85 0.30
C -1.87 1.37 -0.02
C -0.50 -1.16 -0.17
C 1.88 -0.45 -4.12
O 1.09 2.20 -0.12
C -3.81 2.10 3.28
O 1.56 -3.07 -2.70
C -0.35 -0.01 -0.46
I 0.21 -0.14 -0.03
C 1.41 -2.94 0.57
N -3.65 -0.25 1.81
C -0.95 1.44 0.52
C 0.97 -0.35 -0.38
N 0.23 1.49 2.42
H 0.40 0.91 0.48
H -1.28 1.08 0.32
H -0.90 -0.58 0.41
H -0.03 -0.67 -0.22
H 1.35 -0.08 -0.38
H -0.92 0.86 -0.25
H -1.06 -0.81 0.87
H 0.39 -0.67 1.56
H 0.39 1.44 1.59
H 0.23 -0.37 -1.27
H 2.44 0.94 -1.08
H -0.94 -0.29 0.16
H 0.57 0.13 0.52
H -0.15 1.02 -0.88
H -0.97 0.04 -1.58
H 1.74 -1.35 -1.16

The value obtained for the largest force on an atom is 5.4 eV/A. As for the electronic energy: -909.8687 Eh. The calculation puts the energy above the lowest of the compared OMol25 structures with the same formula, charge and spin at 0.000 eV. As for the charge: +1. Its SMILES is CC(C)(C)OC(=O)[C@@H](I)[C@@]12N[C@@H]1C[NH2+]2. Its frontier orbital gap is 9.99 eV.